Here is a cluster of 10 separate species, C48H122N6O16 in total at a distorted geometry from OMol25. Energies are from the ωB97M-V functional and the def2-TZVPD basis.

E_LUMO	0.39	eV
E	-93445.1860	eV
HOMO level	-8.4	eV

Structure (XYZ):
```
192
C48H122N6O16 (the ωB97M-V functional and the def2-TZVPD basis)
C -3.793 0.001 -2.320
O -4.556 -1.167 -2.734
C -4.635 -1.339 -4.179
C -3.328 -1.762 -4.868
N -2.777 -2.970 -4.292
C -1.458 -3.333 -4.813
C -0.280 -2.430 -4.386
O -0.012 -2.433 -2.973
C 0.679 -3.603 -2.560
H -2.724 -0.180 -2.447
H -3.995 0.144 -1.259
H -4.036 0.931 -2.834
H -5.063 -0.442 -4.628
H -5.371 -2.138 -4.272
H -2.645 -0.911 -4.800
H -3.560 -1.854 -5.930
H -2.766 -2.879 -3.285
H -1.537 -3.351 -5.901
H -1.289 -4.383 -4.572
H -0.402 -1.425 -4.789
H 0.630 -2.782 -4.877
H 0.702 -3.569 -1.471
H 1.661 -3.506 -3.025
H 0.208 -4.537 -2.870
C -1.577 -0.835 11.492
O -1.044 -0.306 10.270
C 0.343 -0.524 10.232
C 1.025 0.231 9.090
N 0.663 -0.425 7.888
C 0.892 0.328 6.634
C 0.165 -0.344 5.515
O -1.171 0.091 5.338
C -1.830 -0.509 4.244
H -1.195 -1.850 11.612
H -2.662 -0.757 11.520
H -1.233 -0.294 12.375
H 0.563 -1.593 10.202
H 0.836 -0.167 11.140
H 2.105 0.305 9.225
H 0.599 1.235 9.020
H -0.288 -0.766 7.885
H 1.954 0.303 6.387
H 0.547 1.364 6.612
H 0.137 -1.424 5.670
H 0.692 -0.033 4.610
H -1.383 -0.234 3.289
H -2.886 -0.234 4.251
H -1.968 -1.582 4.399
C -3.048 -3.920 -0.355
O -4.202 -4.734 -0.375
C -5.111 -4.457 -1.399
C -6.163 -5.612 -1.426
N -6.835 -5.841 -0.120
C -7.633 -4.665 0.296
C -8.063 -4.735 1.768
O -7.121 -4.090 2.581
C -7.457 -3.962 3.963
H -2.478 -4.240 0.517
H -3.229 -2.848 -0.263
H -2.354 -4.113 -1.176
H -4.561 -4.485 -2.342
H -5.518 -3.457 -1.242
H -5.743 -6.562 -1.756
H -6.981 -5.347 -2.097
H -6.105 -5.660 0.560
H -8.534 -4.518 -0.301
H -7.073 -3.728 0.270
H -8.209 -5.787 2.020
H -9.025 -4.243 1.923
H -7.733 -4.936 4.370
H -8.296 -3.290 4.157
H -6.673 -3.521 4.578
C 0.653 1.263 -4.233
O 2.033 1.181 -3.841
C 2.752 -0.087 -3.998
C 4.247 -0.023 -3.542
N 5.014 0.792 -4.417
C 6.462 0.696 -4.175
C 7.207 1.781 -5.035
O 7.243 1.361 -6.404
C 7.971 2.218 -7.248
H 0.011 0.672 -3.577
H 0.548 0.872 -5.246
H 0.305 2.288 -4.108
H 2.642 -0.219 -5.076
H 2.242 -0.897 -3.476
H 4.632 -1.046 -3.511
H 4.247 0.231 -2.481
H 4.873 0.751 -5.416
H 6.891 -0.293 -4.350
H 6.712 0.919 -3.137
H 8.264 1.792 -4.761
H 6.801 2.793 -5.035
H 9.018 2.197 -6.943
H 7.618 3.240 -7.089
H 7.754 1.940 -8.278
C -7.940 4.975 -0.623
O -6.728 4.282 -0.815
C -6.565 3.217 0.156
C -5.226 2.488 -0.214
N -4.150 3.412 -0.164
C -3.052 3.101 -1.130
C -2.082 4.267 -1.267
O -2.679 5.261 -2.052
C -1.900 6.446 -2.124
H -7.969 5.780 -1.359
H -7.994 5.522 0.320
H -8.807 4.336 -0.795
H -7.349 2.464 0.072
H -6.504 3.638 1.160
H -5.277 2.066 -1.220
H -5.064 1.637 0.451
H -4.652 4.258 -0.403
H -3.492 2.891 -2.106
H -2.509 2.231 -0.758
H -1.217 3.862 -1.797
H -1.751 4.647 -0.300
H -0.923 6.307 -2.589
H -1.680 6.841 -1.130
H -2.467 7.255 -2.584
C 1.658 4.202 0.909
O 1.416 4.717 -0.376
C 2.147 4.019 -1.407
C 1.895 4.669 -2.808
N 2.705 4.107 -3.912
C 4.154 4.276 -3.803
C 4.556 5.790 -3.734
O 5.938 5.898 -3.870
C 6.420 7.189 -3.536
H 0.912 4.756 1.479
H 2.642 4.326 1.365
H 1.402 3.142 0.979
H 1.921 2.953 -1.351
H 3.206 4.135 -1.168
H 2.086 5.741 -2.763
H 0.857 4.493 -3.090
H 2.542 3.109 -3.888
H 4.532 3.835 -4.727
H 4.539 3.589 -3.047
H 4.180 6.237 -2.813
H 4.066 6.294 -4.569
H 6.140 7.399 -2.503
H 6.257 8.024 -4.219
H 7.509 7.136 -3.569
C 3.091 -2.575 4.017
C 3.894 -1.749 3.000
C 4.035 -2.570 1.674
O 3.193 -0.588 2.644
H 2.163 -2.893 3.540
H 2.842 -1.933 4.861
H 3.609 -3.493 4.294
H 4.867 -1.566 3.458
H 4.314 -3.580 1.976
H 4.802 -2.134 1.034
H 3.131 -2.665 1.072
H 3.818 0.088 2.345
C 1.348 -0.403 -0.372
C 0.232 -0.434 0.666
C -1.106 -0.927 0.108
O 0.751 -1.286 1.681
H 2.215 0.162 -0.028
H 1.029 0.159 -1.252
H 1.670 -1.383 -0.723
H 0.043 0.579 1.026
H -1.510 -0.190 -0.585
H -1.807 -1.093 0.926
H -0.943 -1.863 -0.426
H 1.590 -0.881 1.939
C 5.598 2.112 -0.359
C 5.253 0.887 0.497
C 6.562 -0.004 0.659
O 4.806 1.268 1.794
H 4.724 2.699 -0.640
H 6.206 1.813 -1.212
H 6.225 2.775 0.240
H 4.488 0.320 -0.033
H 6.680 -0.735 -0.141
H 6.480 -0.617 1.558
H 7.480 0.579 0.731
H 5.604 1.476 2.287
C -0.534 -6.162 2.754
C -0.546 -4.662 2.787
C -0.275 -4.109 4.169
O 0.442 -4.190 1.877
H -1.468 -6.549 3.160
H 0.320 -6.597 3.275
H -0.419 -6.567 1.748
H -1.484 -4.270 2.390
H -0.107 -3.033 4.198
H 0.591 -4.606 4.608
H -1.054 -4.330 4.900
H 0.524 -3.237 1.980
```